Record 1
DFT (ωB97M-V/def2-TZVPD) results for one molecule with the formula C3HF3 at a distorted geometry.

Values from the calculation:
- max |F| (Eh/bohr) = 0.1003
- energy (a.u.) = -414.35802
- energy above the lowest of the compared OMol25 structures with the same formula, charge and spin (eV) = 2.392
- HOMO level (eV) = -10.45
- SMILES = FC1=C(F)C1F
- HOMO-LUMO gap (Ha) = 0.4002

```
! wB97M-V def2-TZVPD RIJCOSX def2/J DEFGRID3
* xyz 0 1
C 0.928 0.842 -1.324
F -1.136 2.206 -1.779
F -0.362 -1.324 -1.220
H -0.129 -0.403 0.417
C 0.012 -0.165 -0.608
C -0.246 1.425 -1.304
F 2.237 1.117 -1.465
*
```



Record 2
DFT (ωB97M-V/def2-TZVPD) results for a 6-piece molecular cluster, C31H79N5O10 overall at a distorted geometry.

Values from the calculation:
- max |F| (Eh/bohr) = 0.0794
- energy (a.u.) = -2254.25575
- energy above the lowest of the compared OMol25 structures with the same formula, charge and spin (eV) = 1.879
- HOMO level (alpha / beta) (eV) = 0.83 / -6.62
- HOMO-LUMO gap (alpha / beta) (Ha) = 0.0523 / 0.3257

```
! wB97M-V def2-TZVPD RIJCOSX def2/J DEFGRID3
* xyz -1 2
H 2.713 -6.427 0.091
N 3.638 -1.988 8.168
H 3.756 -3.982 9.215
H 2.357 -3.504 7.471
H -1.566 -3.911 -7.067
H -2.560 4.485 -4.258
H 1.575 -2.366 -0.736
C -1.378 -4.251 -6.049
C -2.783 3.695 6.084
C -1.430 2.003 4.944
H -2.074 4.638 -6.637
C -2.241 -1.534 -4.293
H -3.114 -5.387 -7.949
H 1.208 1.698 2.171
H -0.183 3.914 -1.665
H 5.065 -3.455 8.202
N 1.843 -6.837 -0.216
O 2.491 -4.220 -0.842
C -2.150 -2.623 -2.177
C 3.538 -0.367 4.330
N -2.484 -3.998 -5.075
C 0.893 1.463 1.154
H -0.983 0.807 -0.630
C 2.566 -2.798 -0.870
H -0.547 -6.948 -0.855
H -1.685 4.621 -1.881
H 0.418 7.979 -9.874
H -0.441 4.752 0.477
C -2.686 6.175 3.371
H 0.813 5.244 -9.341
C -1.772 3.818 -4.605
C 1.121 -4.781 -1.098
H -1.351 7.936 -9.632
C 2.684 -2.510 7.166
H 5.627 -1.746 10.107
H 1.122 5.527 -6.704
C -1.272 4.516 -5.908
H -1.071 5.577 -5.757
H 0.015 -0.710 -0.630
H -1.792 -6.136 -8.643
H 0.555 -4.514 -0.206
C -1.148 -5.796 -6.068
O 2.667 -1.042 5.288
H 2.126 -6.474 -2.180
H -0.640 6.614 -10.424
H 4.370 -2.076 13.512
C 3.191 -2.325 5.702
H -1.963 6.920 3.038
C 0.065 -7.004 -1.756
O 0.318 -0.749 1.989
H 1.732 -1.979 7.143
H -1.684 4.517 3.691
H -1.712 -0.548 0.003
C -1.087 5.337 1.131
H -3.575 3.526 6.813
C 5.010 -2.633 10.250
H -3.059 -2.342 -6.142
H -2.332 -2.455 -1.115
H -3.534 6.712 3.794
H -0.503 -3.701 -5.703
H 2.736 -2.995 4.972
H -0.633 2.684 5.242
H -1.516 2.805 -2.044
H 4.895 -0.743 12.535
C -1.091 3.786 -2.254
H 0.502 2.377 0.708
C 4.804 -1.829 12.543
H -2.622 -0.604 -4.716
H -4.205 5.069 2.195
O -2.515 -1.446 -2.983
H -0.325 -5.989 -6.757
H -2.029 2.775 -4.794
C 1.342 -6.273 -1.449
H 4.549 -0.207 4.703
C -3.230 5.553 2.137
C -0.436 7.344 -9.640
C -3.213 4.523 4.982
H 3.048 -2.341 -1.734
H -3.842 4.000 4.261
N -2.166 5.171 4.291
H 3.438 -0.828 3.347
C -2.955 -2.671 -5.108
H -3.502 6.406 1.515
H -3.681 5.403 5.424
N -0.043 3.853 -6.386
H 5.739 -3.361 10.606
H -3.978 -2.702 -4.734
O -2.536 2.291 5.764
C -0.076 0.338 1.243
H -0.535 -6.534 -2.536
H 3.176 -2.578 0.006
H -1.939 4.106 6.640
H -1.061 1.001 5.163
H 2.992 0.576 4.302
H 1.110 -6.814 0.479
H 5.743 -2.364 12.684
H 4.280 -2.331 5.738
H 0.528 3.533 -5.617
O 4.203 -2.371 11.376
C 0.161 5.334 -8.472
C -2.556 -6.321 -7.888
H -1.106 -2.865 -2.376
C 4.347 -3.107 8.945
H -2.744 -3.530 -2.289
H 1.572 3.996 -7.646
H -1.627 2.095 3.876
H 0.711 -4.313 -1.993
H 1.260 -0.925 1.929
C 0.792 4.668 -7.289
H -1.306 6.225 0.540
C -0.720 -0.107 -0.097
H -1.174 -1.529 -4.516
H -0.592 -6.182 -5.214
H 3.261 -1.380 8.882
H 0.106 -8.058 -2.030
O -2.269 -6.629 -6.531
H 1.805 1.115 0.669
H -0.685 4.682 -8.688
H -0.461 5.596 1.985
O -2.414 4.791 1.302
H -3.171 -4.739 -5.052
H -3.107 -7.154 -8.322
H -0.874 0.763 1.852
O -0.128 6.722 -8.387
O -0.715 3.885 -3.612
*
```



Record 3
DFT (ωB97M-V/def2-TZVPD) results for one molecule with the formula C3F8IOP at a distorted geometry.

Values from the calculation:
- max |F| (Eh/bohr) = 0.0622
- energy (a.u.) = -1627.63058
- energy above the lowest of the compared OMol25 structures with the same formula, charge and spin (eV) = 0.322
- HOMO level (eV) = -10.45
- SMILES = FP(F)OC(I)(C(F)(F)F)C(F)(F)F
- HOMO-LUMO gap (Ha) = 0.3671

```
! wB97M-V def2-TZVPD RIJCOSX def2/J DEFGRID3
* xyz 0 1
F -0.433 -0.840 2.153
P 1.436 -1.867 0.111
F 2.562 -0.730 -0.124
C -0.632 -0.039 -0.004
F -1.165 2.268 -0.765
F 0.975 0.606 1.601
F 0.791 1.555 -1.238
C -0.237 0.273 1.411
C -0.474 1.154 -1.080
F -0.937 0.741 -2.227
I -2.722 -0.668 0.110
F 1.677 -2.606 -1.226
F -1.022 1.167 1.934
O 0.181 -1.013 -0.656
*
```



Record 4
DFT (ωB97M-V/def2-TZVPD) results for a 2-piece molecular cluster, H4S2 overall.

Values from the calculation:
- max |F| (Eh/bohr) = 0.0053
- energy (a.u.) = -798.74741
- energy above the lowest of the compared OMol25 structures with the same formula, charge and spin (eV) = 0.054
- HOMO level (eV) = -9.74
- SMILES = S.S
- HOMO-LUMO gap (Ha) = 0.3876

```
! wB97M-V def2-TZVPD RIJCOSX def2/J DEFGRID3
* xyz 0 1
H -0.633 -2.199 -1.751
H -2.148 -1.061 -2.166
S -1.841 -1.957 -1.210
H 1.468 1.853 0.699
H 1.374 2.189 2.608
S 1.779 1.175 1.820
*
```



Record 5
DFT (ωB97M-V/def2-TZVPD) results for C6H12F26K2NO10P4S2 as an isolated structure at a distorted geometry.

Values from the calculation:
- max |F| (Eh/bohr) = 0.1299
- energy (a.u.) = -7002.07444
- energy above the lowest of the compared OMol25 structures with the same formula, charge and spin (eV) = 4.933
- HOMO level (eV) = -1.99
- HOMO-LUMO gap (Ha) = 0.1663

```
! wB97M-V def2-TZVPD RIJCOSX def2/J DEFGRID3
* xyz -3 1
P -3.737 4.793 16.773
F -6.602 2.047 22.922
C 1.936 -1.098 15.880
H 1.597 -0.771 14.897
H -1.889 -3.238 19.911
H 1.683 -2.463 24.216
F -5.559 0.539 21.583
C 5.114 -4.223 14.078
F -1.560 -0.876 16.826
F -3.343 0.531 17.206
O -7.318 -1.577 20.012
H -0.022 -2.844 24.697
F -3.202 3.291 17.040
F -4.370 2.261 20.584
K 1.368 1.721 19.107
F -6.600 0.608 13.413
O 3.010 -2.119 15.883
F -8.181 -0.847 14.304
C -0.852 -3.263 19.575
S -5.535 -4.156 19.154
F -4.226 2.217 22.769
F -5.117 4.475 17.595
O 0.535 -3.008 22.671
O -4.873 -1.661 20.392
C 3.503 -2.624 14.770
O -1.618 -2.432 22.073
H 6.146 -4.118 14.411
F -7.956 1.264 15.286
F -6.740 2.106 20.564
O -6.514 -4.455 20.153
F -3.071 5.258 18.204
C -0.454 -2.807 21.844
H 2.430 -0.233 16.322
F -5.733 0.899 15.521
O -4.141 -4.398 19.524
H -0.676 -4.250 19.148
F -4.438 4.154 15.422
P -1.921 0.191 17.984
F -7.246 -0.649 16.365
P -6.884 0.039 14.931
F -5.848 -5.376 18.202
H 0.384 -1.386 23.815
O 0.029 -3.192 20.705
F -0.581 -0.262 18.843
H 1.153 -1.432 16.561
F -4.457 6.291 16.548
H 5.044 -3.693 13.128
F -2.250 1.290 19.125
O 3.080 -2.387 13.643
F -5.807 -1.155 14.519
H -0.666 -2.502 18.818
F -5.677 -0.492 18.737
F -2.701 -0.962 18.879
F -2.360 5.122 15.936
O 4.526 -3.455 15.089
S -5.984 -1.863 19.495
F -5.640 3.788 21.692
N -5.777 -3.003 18.195
P -5.538 2.174 21.743
H 4.801 -5.267 14.103
K -2.747 0.049 21.517
C 0.633 -2.441 23.925
F -1.068 1.356 17.278
*
```



Record 6
DFT (ωB97M-V/def2-TZVPD) results for a 9-piece molecular cluster, C22H60Br2F6N5O11S2 overall at a distorted geometry.

Values from the calculation:
- max |F| (Eh/bohr) = 0.0440
- energy (a.u.) = -8518.95017
- energy above the lowest of the compared OMol25 structures with the same formula, charge and spin (eV) = 0.000
- HOMO level (eV) = -8.97
- HOMO-LUMO gap (Ha) = 0.1859

```
! wB97M-V def2-TZVPD RIJCOSX def2/J DEFGRID3
* xyz 1 1
O -5.974 5.464 0.317
N 8.109 -0.298 -2.089
H 7.923 0.657 -2.414
H 0.842 5.889 -0.876
O 6.417 1.340 -0.187
H -6.783 0.827 0.912
H 2.520 -5.548 4.273
H 6.712 -2.667 -0.089
N -2.091 3.830 2.249
H 4.262 -5.616 3.920
F -3.327 -3.304 -3.595
O -0.534 1.853 -0.478
C 7.477 -2.222 -0.726
H 2.367 -4.663 1.686
H 7.963 0.082 0.448
H 4.417 1.137 0.512
H 1.381 -1.167 -2.501
C 0.313 4.937 -0.773
H -2.140 2.818 2.080
H -1.007 2.784 4.278
N -4.840 0.671 0.250
H -7.995 0.629 -0.989
Br -2.318 0.225 2.402
H 9.033 -0.316 -1.653
H 7.611 -2.909 -1.561
H -7.312 -1.737 0.409
O 4.131 -5.653 -0.024
H 1.301 0.209 0.317
O -5.621 -1.602 1.638
C -6.318 -1.250 2.809
C 3.559 -4.549 -0.738
C 5.017 1.280 -0.390
H 6.395 -0.391 0.876
F -5.019 -1.962 -3.819
H -2.529 1.821 -0.677
C -0.724 4.337 2.692
C -6.260 0.224 0.167
H 0.213 1.126 -2.321
H 1.440 -6.836 2.358
F -3.402 -2.057 -5.327
H -0.608 -1.099 -1.443
H -6.586 1.546 -1.536
H -1.775 1.890 -2.199
C 6.947 0.058 0.044
N -0.304 -0.961 -0.463
F -3.793 6.514 -2.006
H 8.346 -2.135 -0.073
H 3.403 -4.154 3.923
C -6.922 0.578 -1.166
F -5.700 5.608 -2.428
H 4.726 2.225 -0.846
H 0.510 3.374 1.258
H 1.296 1.951 -1.300
H -2.398 4.332 1.392
C -4.507 5.399 -1.914
H 1.119 4.977 1.751
H -4.386 0.337 1.116
H -4.670 1.681 0.210
N 2.336 -6.694 1.893
C 3.305 -5.194 3.603
C 3.045 -5.394 2.129
H 4.717 -4.355 1.471
H -5.868 -1.774 -0.381
C -1.694 2.304 -1.192
H 2.228 -1.689 -1.038
H 0.490 2.755 3.475
C 6.996 -0.853 -1.210
H 1.080 4.161 -0.807
O -3.263 0.453 -3.833
H -2.741 4.097 2.983
H -4.325 0.173 -0.493
H -6.546 -0.189 2.981
H 5.066 -6.074 1.766
H -1.847 3.380 -1.165
H 2.259 -6.876 0.877
H 4.715 0.510 -1.106
H 2.731 -0.195 -1.841
H -0.375 4.848 -1.611
H 3.491 -4.796 -1.792
Br -0.557 -4.492 -1.051
O -4.699 3.458 -0.044
C 0.222 4.410 1.481
H -1.032 5.351 2.947
H 8.187 -0.870 -2.936
S -2.877 -0.715 -3.056
C 4.361 -5.378 1.311
H 2.600 -4.449 -0.229
C -3.717 -2.103 -4.041
C -6.330 -1.255 0.470
C -0.264 3.455 3.844
F -3.891 4.458 -2.605
O -0.494 4.935 0.399
C 0.901 -0.091 -0.652
H 4.151 -3.624 -0.716
H -6.686 -0.172 -1.921
H 0.158 4.019 4.675
H 6.076 -0.919 -1.780
S -4.708 4.913 -0.085
H 0.026 -1.863 -0.103
H 2.953 -7.491 2.104
C 1.873 -0.818 -1.595
C 0.460 1.236 -1.260
O -3.445 -0.782 -1.703
H -5.674 -1.420 3.674
H -7.247 -1.818 2.884
O -1.441 -0.948 -3.047
O -3.522 5.476 0.540
H -1.092 -0.620 0.100
*
```